(i)
A 2-piece molecular cluster, C5H11O2 overall, computed with ωB97M-V/def2-TZVPD.

Last column: natural (NBO) charge in e.
Positions of all 18 atoms, in Å:
C -0.799 -1.223 0.210  -0.410
C -1.701 -0.072 -0.234  -0.605
C -0.908 -1.425 1.735  -0.619
H -1.028 -2.110 -0.384  0.186
H 0.212 -1.068 -0.176  0.233
H -1.423 0.835 0.295  0.210
H -2.767 -0.299 -0.116  0.182
H -1.161 -0.481 2.212  0.202
H -1.547 -2.265 1.973  0.195
H -1.573 0.042 -1.318  0.211
H 0.092 -1.672 2.103  0.213
C 1.222 1.755 -0.790  -0.764
C 2.576 0.963 -0.977  0.770
O 3.446 1.134 -0.104  -0.788
O 2.615 0.307 -2.044  -0.806
H 1.140 2.008 0.268  0.194
H 0.495 1.021 -1.129  0.198
H 1.108 2.551 -1.524  0.199

Values from the calculation:
LUMO energy   3.657 eV
Gap between HOMO and LUMO   7.42 eV
2S+1   1
Net charge   -1

(ii)
A 2-piece molecular cluster, C5H11O2 overall, computed with ωB97M-V/def2-TZVPD.

Last column: natural (NBO) charge in e.
Positions of all 18 atoms, in Å:
C -0.370 -0.546 -1.150  -0.406
C -1.117 -1.226 -2.273  -0.604
C -0.777 0.967 -0.874  -0.624
H 0.756 -0.659 -1.292  0.173
H -0.413 -1.297 -0.305  0.256
H -0.883 -0.553 -3.196  0.172
H -0.673 -2.230 -2.399  0.193
H -0.389 1.654 -1.651  0.171
H -0.383 1.237 0.124  0.268
H -2.116 -1.277 -1.976  0.195
H -1.767 1.093 -0.801  0.188
C 1.861 0.462 2.324  -0.772
C 0.307 0.213 2.139  0.772
O -0.347 1.289 2.382  -0.827
O -0.141 -0.889 1.795  -0.774
H 2.368 -0.217 1.659  0.196
H 2.229 0.452 3.322  0.197
H 1.855 1.528 2.172  0.226

Values from the calculation:
LUMO energy   4.022 eV
Gap between HOMO and LUMO   7.95 eV
2S+1   1
Net charge   -1

(iii)
A 2-piece molecular cluster, C5H11O2 overall, computed with ωB97M-V/def2-TZVPD.

Last column: natural (NBO) charge in e.
Positions of all 18 atoms, in Å:
C -0.918 0.333 -2.821  -0.600
C -1.123 1.577 -3.695  -0.603
H -1.265 0.524 -1.808  0.219
H -1.432 -0.523 -3.253  0.196
H 0.146 0.104 -2.762  0.209
H -0.828 1.363 -4.723  0.189
H -0.502 2.410 -3.362  0.196
H -2.163 1.906 -3.662  0.191
C 0.059 0.269 0.948  -0.508
C -0.041 1.281 2.089  -0.603
C 0.667 -1.078 1.371  0.749
O 1.532 -1.055 2.284  -0.795
O 0.260 -2.094 0.750  -0.794
H -0.942 0.098 0.550  0.187
H 0.685 0.685 0.154  0.188
H 0.952 1.447 2.515  0.216
H -0.665 0.865 2.884  0.193
H -0.458 2.241 1.801  0.170

Values from the calculation:
LUMO energy   3.409 eV
Gap between HOMO and LUMO   7.16 eV
2S+1   1
Net charge   -1

Q: Which of them is the least stable? A: (ii).

(i)
A 2-piece molecular cluster, C5H11O2 overall, computed with ωB97M-V/def2-TZVPD.

Last column: natural (NBO) charge in e.
Positions of all 18 atoms, in Å:
C -0.544 0.415 -2.326  -0.642
C -0.186 1.849 -2.202  -0.633
H -1.626 0.432 -2.799  0.185
H 0.187 -0.100 -2.915  0.193
H -0.918 -0.207 -1.456  0.278
H -0.276 2.128 -1.159  0.230
H -0.625 2.509 -2.850  0.195
H 0.740 2.136 -2.711  0.191
C 0.616 -0.362 1.908  -0.518
C 1.039 -1.824 1.607  -0.623
C -0.939 -0.256 2.126  0.772
O -1.190 -0.032 3.314  -0.782
O -1.607 -0.446 1.122  -0.785
H 1.147 0.056 2.776  0.185
H 0.984 0.459 1.127  0.168
H 0.548 -2.620 2.224  0.199
H 2.098 -2.095 1.654  0.181
H 0.553 -2.043 0.558  0.207

Values from the calculation:
LUMO energy   3.773 eV
Gap between HOMO and LUMO   7.47 eV
2S+1   1
Net charge   -1

(ii)
A 2-piece molecular cluster, C5H11O2 overall, computed with ωB97M-V/def2-TZVPD.

Last column: natural (NBO) charge in e.
Positions of all 18 atoms, in Å:
C 1.178 -2.110 -0.376  -0.612
C 0.133 -2.380 -1.469  -0.614
H 1.704 -2.896 0.128  0.188
H 2.106 -1.527 -0.805  0.205
H 0.663 -1.601 0.439  0.237
H -0.313 -1.384 -1.677  0.217
H -0.603 -3.131 -1.151  0.194
H 0.675 -2.715 -2.425  0.183
C -0.989 1.594 1.140  -0.523
C -0.984 1.869 -0.346  -0.616
C 0.464 1.854 1.770  0.772
O 0.565 2.735 2.619  -0.767
O 1.359 1.088 1.268  -0.824
H -1.704 2.341 1.537  0.182
H -1.376 0.629 1.558  0.188
H -1.170 2.902 -0.644  0.192
H -1.658 1.175 -0.642  0.189
H -0.049 1.559 -0.922  0.209

Values from the calculation:
LUMO energy   3.744 eV
Gap between HOMO and LUMO   7.47 eV
2S+1   1
Net charge   -1

Q: Which of them is the least stable? A: (i).

(i)
H12LiO6 as an isolated structure, computed with ωB97M-V/def2-TZVPD.

Last column: natural (NBO) charge in e.
Positions of all 19 atoms, in Å:
Li -0.138 -0.551 -0.073  0.887
O 0.514 0.109 1.692  -0.977
H 1.427 0.391 1.825  0.496
H 0.064 0.440 2.501  0.504
O -0.389 0.332 -1.910  -0.978
H -0.729 1.203 -1.602  0.504
H -0.045 0.618 -2.747  0.492
O 0.354 -2.540 0.588  -0.963
H 0.614 -3.047 -0.208  0.494
H 1.166 -2.276 1.035  0.492
O -2.216 -0.594 -0.024  -0.940
H -2.519 -0.888 0.795  0.483
H -2.561 0.272 -0.067  0.483
O -0.795 2.265 0.245  -0.962
H -0.196 2.415 0.943  0.481
H -1.279 3.078 0.244  0.488
O 2.190 -0.710 -0.806  -0.959
H 2.710 0.118 -0.713  0.485
H 1.831 -0.634 -1.713  0.488

Values from the calculation:
LUMO energy   -3.490 eV
Gap between HOMO and LUMO   11.96 eV
2S+1   1
Net charge   +1

(ii)
H12LiO6 as an isolated structure, computed with ωB97M-V/def2-TZVPD.

Last column: natural (NBO) charge in e.
Positions of all 19 atoms, in Å:
Li 2.033 6.265 47.332  0.885
O 2.672 8.744 47.163  -0.966
H 3.010 9.145 46.318  0.491
H 2.597 9.514 47.717  0.486
O 1.302 5.781 44.972  -0.984
H 1.295 5.182 44.208  0.505
H 0.506 5.956 45.397  0.488
O 2.180 6.819 49.438  -0.947
H 1.950 5.846 49.768  0.486
H 1.746 7.462 49.855  0.479
O 1.413 4.330 47.809  -0.969
H 0.505 3.939 47.566  0.504
H 1.586 4.004 48.738  0.487
O 3.911 6.090 46.662  -0.981
H 3.969 5.596 45.836  0.508
H 4.364 6.913 46.688  0.503
O 0.317 6.672 47.477  -0.999
H -0.269 6.319 48.191  0.513
H 0.130 7.599 47.279  0.512

Values from the calculation:
LUMO energy   -3.497 eV
Gap between HOMO and LUMO   11.73 eV
2S+1   1
Net charge   +1

Q: Which of them is the least stable? A: (ii).

(i)
An isolated ion of composition C5H9N3 and charge +2, computed with ωB97M-V/def2-TZVPD.

Last column: natural (NBO) charge in e.
Positions of all 17 atoms, in Å:
C 1.684 2.286 1.596  -0.420
N 1.840 1.189 0.649  -0.373
C 0.838 0.743 -0.019  0.460
C -0.085 0.265 -0.847  -0.037
N -0.847 -0.910 -0.849  -0.417
C -2.106 -1.103 -1.662  -0.372
C -0.654 -1.892 -0.066  0.783
N -0.565 -2.754 0.690  -0.405
H 0.767 2.730 1.348  0.234
H 1.640 1.943 2.592  0.255
H 2.395 3.007 1.567  0.265
H 2.687 0.685 0.766  0.464
H -0.121 0.733 -1.786  0.302
H -2.374 -0.269 -2.143  0.249
H -2.885 -1.349 -0.938  0.245
H -1.960 -1.917 -2.306  0.249
H -0.253 -3.389 1.408  0.517

Values from the calculation:
LUMO energy   -9.495 eV
Gap between HOMO and LUMO   9.72 eV
2S+1   1
Net charge   +2
SMILES   C[NH+]=C=CN(C)C#[NH+]

(ii)
An isolated ion of composition C5H9N3 and charge +2, computed with ωB97M-V/def2-TZVPD.

Last column: natural (NBO) charge in e.
Positions of all 17 atoms, in Å:
C -3.385 -0.534 -0.082  0.557
C -1.012 -0.169 -0.051  0.540
C 1.401 0.248 0.004  -0.222
C 1.526 -1.249 -0.178  -0.363
C -0.323 2.074 0.107  -0.414
N -2.259 -0.197 -0.122  -0.336
N -0.038 0.648 -0.022  -0.210
N 0.687 -2.059 0.459  -0.224
H -4.211 -1.150 0.026  0.307
H 1.619 0.631 0.949  0.257
H 2.100 0.776 -0.578  0.288
H 1.937 -1.656 -1.215  0.281
H 2.405 -1.481 0.390  0.375
H -1.266 1.988 0.540  0.219
H 0.380 2.631 0.670  0.270
H -0.227 2.518 -0.943  0.276
H 0.668 -3.018 0.047  0.400

Values from the calculation:
LUMO energy (alpha / beta)   -10.832 / -11.868 eV
Gap between HOMO and LUMO (alpha / beta)   8.01 / 6.43 eV
2S+1   1
Net charge   +2

(iii)
An isolated ion of composition C5H9N3 and charge +2, computed with ωB97M-V/def2-TZVPD.

Last column: natural (NBO) charge in e.
Positions of all 17 atoms, in Å:
C -3.168 0.617 0.205  0.242
C -1.038 0.039 0.130  0.305
C 0.896 -1.397 0.603  -0.793
C 1.152 0.991 -0.559  -0.707
C 0.436 -0.189 0.055  0.477
N -1.939 -0.987 -0.406  -0.229
N -3.124 -0.450 -0.500  -0.112
N -1.814 1.068 0.551  -0.439
H -4.110 1.014 0.493  0.295
H -1.647 -1.811 -0.874  0.466
H 0.257 -2.067 1.203  0.310
H 1.477 -1.936 -0.290  0.391
H 0.905 1.156 -1.584  0.329
H 2.305 0.972 -0.401  0.313
H 0.670 1.839 -0.050  0.289
H 1.820 -1.137 1.209  0.383
H -1.610 1.714 1.248  0.479

Values from the calculation:
LUMO energy (alpha / beta)   -11.773 / -11.772 eV
Gap between HOMO and LUMO (alpha / beta)   8.36 / 8.36 eV
2S+1   1
Net charge   +2

Q: Which of them is the least stable? A: (ii).